Density functional theory data (wB97M-V/def2-TZVPD) for an isolated molecule of C2H6N2 in a non-equilibrium geometry.

Summary:
Structure (SMILES): [H]/N=C/NC
E_LUMO (eV): 1.133
Electronic energy (hartree): -189.2753
Highest occupied orbital energy (eV): -9.04
Energy relative to the best compared isomer or geometry (same formula, charge and spin) (kJ/mol): 142.6

```
! RIJCOSX wB97M-V def2-TZVPD def2/J DEFGRID3
* xyz 0 1
H 1.54 1.41 1.52
N 1.41 0.67 0.81
C 0.14 0.57 0.62
N -0.25 0.07 -0.63
C -1.05 -1.12 -0.76
H -0.67 0.85 1.30
H 0.50 0.35 -1.24
H -0.61 -1.86 -1.43
H -2.04 -0.90 -1.20
H -1.35 -1.56 0.19
*
```